{"formula": "C3H4N2OP", "method": "the ωB97M-V functional and the def2-TZVPD basis", "spin_multiplicity": 3, "s2": 2.01, "orbital_gap_ev": [6.11, 6.80], "total_charge": 1, "species": ["C", "C", "C", "N", "N", "O", "P", "H", "H", "H", "H"], "positions_angstrom": [[0.90772, -0.81610, 0.01826], [-0.30446, -1.40251, -0.10215], [0.14594, 1.51227, -0.00022], [1.13630, 0.49911, 0.04695], [-1.13298, 1.43328, -0.08896], [-3.02412, -0.59886, 0.12175], [-1.64723, -0.17525, -0.08081], [1.90348, -1.30218, 0.04125], [-0.44212, -2.50164, -0.16502], [0.36820, 2.61121, -0.04111], [2.08927, 0.74065, 0.25007]], "forces_ev_per_a": [[3.5, -1.0, -0.1], [-1.7, 0.3, 0.6], [-1.3, 3.5, -0.5], [-1.2, 0.9, 0.4], [1.3, -2.5, 0.9], [-2.0, -0.6, 0.9], [0.9, -0.4, -2.2], [-1.1, -0.6, -0.1], [-0.1, 0.9, 0.0], [1.4, -1.3, 0.2], [0.3, 0.7, -0.1]], "lowdin_charge": [-0.13, -0.01, -0.19, 0.13, -0.02, -0.24, 0.82, 0.17, 0.14, 0.16, 0.17]}

{"formula": "C3H4N2OS", "method": "the ωB97M-V functional and the def2-TZVPD basis", "spin_multiplicity": 1, "orbital_gap_ev": 8.77, "smiles": "O=c1[nH]cc(S)[nH]1", "total_charge": 0, "species": ["C", "C", "C", "H", "H", "H", "H", "N", "N", "O", "S"], "positions_angstrom": [[-0.19152, -0.23463, -0.82438], [0.37047, -1.11396, 0.03745], [0.50991, 0.91257, 1.02115], [-2.23939, -0.30413, -1.94562], [0.39964, -2.19999, -0.08537], [1.23109, -0.80436, 2.00208], [-0.55037, 1.79359, -0.58431], [0.83512, -0.42564, 1.14828], [-0.09284, 0.97943, -0.21965], [0.62618, 1.82136, 1.81394], [-0.89829, -0.42423, -2.36357]], "forces_ev_per_a": [[0.6, -1.1, 1.3], [-0.2, -1.3, -0.7], [-0.7, 0.4, 0.0], [1.3, -0.1, -0.5], [0.3, 0.6, 0.2], [-0.2, 0.1, -0.5], [0.2, 0.3, 0.2], [0.0, 0.0, 0.0], [0.1, 1.4, 0.2], [0.4, 0.0, 0.3], [-1.7, -0.2, -0.5]], "lowdin_charge": [-0.77, -0.11, -0.54, -0.08, 0.12, 0.16, 0.15, 0.12, 0.10, 0.05, 0.79]}

Result set for energy relative to the best compared isomer or geometry (same formula, charge and spin): 0.674 0.000 eV, one per record in the order listed.